19
Properties=species:S:1:pos:R:3:forces:R:3 method="wB97M-V/def2-TZVPD" gap_ev="6.27 / 3.99" total_charge=0
C -0.4033 1.9416 -1.0519 -0.58 -0.44 -0.50
C 1.0454 0.4844 1.0686 -0.21 -1.83 1.23
C 1.2025 -1.4147 -0.7933 0.11 -0.07 0.24
N 0.5778 0.9000 -0.9666 -1.30 0.12 -2.06
C -1.0945 -0.7772 0.1714 1.51 1.00 -0.73
C 0.3114 -0.2850 -0.3121 -0.40 0.94 1.94
O -1.1139 -1.9654 0.8386 0.04 -0.06 -0.21
O -2.0333 0.1072 0.5979 0.32 0.07 -0.11
H -2.0082 -2.3481 0.8529 0.29 0.29 -0.10
H -2.2047 -0.0218 1.5490 0.03 -0.05 -0.11
H -1.3985 1.5576 -1.3446 0.21 0.13 0.08
H -0.0870 2.6528 -1.8150 0.09 0.05 0.09
H -0.5782 2.5095 -0.1259 0.16 -0.10 0.22
H 1.1371 -0.3952 1.7087 0.18 0.11 0.59
H 2.0206 0.9268 0.8959 -0.09 -0.13 -0.38
H 0.3449 1.1962 1.4920 -0.09 0.01 -0.14
H 1.0442 -2.3178 -0.2123 0.05 -0.09 0.10
H 0.9837 -1.6341 -1.8348 -0.06 0.05 -0.11
H 2.2540 -1.1168 -0.7185 -0.27 0.02 -0.05

***

11
Properties=species:S:1:pos:R:3:forces:R:3 method="wB97M-V/def2-TZVPD" smiles="O=c1c(O)n[nH]n1O" gap_ev=9.85 total_charge=0
O -0.3606 -1.7594 -1.2142 1.46 0.53 1.10
C 0.0765 -0.8296 -0.5169 -2.66 -1.30 -6.16
C 0.0654 0.5567 -0.8931 -0.27 4.50 -3.52
O 0.0680 1.0708 -2.1527 -0.39 0.61 0.14
N -0.0623 1.3957 0.0562 0.08 -0.65 0.09
N -0.0417 0.6006 1.1887 3.24 0.37 3.13
N 0.2497 -0.6886 0.7266 2.13 -1.06 2.65
O 0.1446 -1.7945 1.4839 -5.83 2.02 2.93
H -0.1190 2.0738 -2.1256 0.45 -2.35 0.32
H 0.9173 0.8709 1.6418 -2.43 -0.15 -0.19
H -0.9380 -1.4965 1.8053 4.23 -2.52 -0.50

***

21
Properties=species:S:1:pos:R:3:forces:R:3 method="wB97M-V/def2-TZVPD" gap_ev=11.15 total_charge=0
C 3.1777 -0.9661 0.3698 0.20 -1.73 -0.02
C -2.8976 -0.2147 -1.0616 -0.56 -0.49 -0.22
C -1.9394 1.4375 1.1640 -1.23 -1.37 1.08
C 1.9498 -0.9737 -0.6184 2.82 2.45 0.46
O -1.0738 -1.2868 0.6699 0.53 -1.32 0.80
O 0.8891 0.7143 1.1815 -0.25 -0.50 -0.86
O 2.0722 1.6609 -0.7180 -0.41 -1.07 -0.18
O -0.0834 0.6262 -1.1042 -2.66 -1.08 2.11
P -1.4699 -0.0282 0.0934 -0.95 3.28 -1.95
S 1.2137 0.6016 -0.2308 1.22 1.94 0.48
H 2.7247 -0.9060 1.3812 0.69 0.64 -0.46
H 3.6960 -2.0003 0.4288 -0.64 1.72 -0.67
H 3.8914 -0.1429 0.0631 -0.82 -1.05 0.84
H -3.1977 -1.3011 -1.0278 0.39 1.03 0.22
H -3.8557 0.3977 -0.7877 2.15 -0.79 -0.72
H -2.4830 -0.0898 -2.0915 -0.75 0.42 0.66
H -1.2941 1.4167 2.0608 -0.23 -0.01 -0.54
H -1.9243 2.4740 0.7477 -0.14 -1.17 -0.10
H -3.0311 1.0986 1.5423 2.29 0.99 -0.99
H 1.3016 -1.7757 -0.4296 -1.03 -0.98 -0.20
H 2.3335 -0.7424 -1.6327 -0.61 -0.94 0.27

***

9
Properties=species:S:1:pos:R:3:forces:R:3 method="wB97M-V/def2-TZVPD" gap_ev=8.45 total_charge=-1
C -2.1738 1.2765 -0.4998 -1.71 0.01 1.19
C 1.9777 0.2927 -0.0589 1.09 1.87 0.44
N -1.2573 -0.7066 -0.4854 -1.04 0.09 -1.99
O 1.9739 -0.4999 -0.9924 -0.18 -1.04 -1.73
O -3.0475 1.0032 0.2018 1.00 0.91 -0.98
O 2.7166 1.2120 0.1918 -0.12 0.30 0.94
O 0.8219 0.0562 0.8223 0.36 0.33 0.25
O -1.1514 -1.5023 0.8142 -1.17 -0.09 1.83
S 0.1399 -1.1318 0.0064 1.77 -2.38 0.05

***

The evaluated M for the records listed, in turn: 117.15, 117.06, 186.17, 150.09 u.
The evaluated energy above the lowest of the compared OMol25 structures with the same formula, charge and spin for the records listed, in turn: 7.017, 3.775, 0.000, 5.080 eV.